Entry 1:
Below is a structure of composition C28H34ClN3OPtSi, with properties calculated with the ωB97M-V functional and the def2-TZVPD basis.

XYZ file:
```
69
Properties=species:S:1:pos:R:3
C 2.301 0.981 -5.605
H -3.243 3.672 3.416
H -1.460 -1.984 -1.202
C 3.484 -2.184 -0.559
H -1.807 0.819 6.036
H 3.431 -2.513 -1.590
C -2.235 0.157 0.266
H 5.675 -1.896 2.004
Si -2.316 1.413 3.651
H 1.333 2.889 -6.003
C 0.880 -2.691 3.268
H -3.088 0.756 0.588
H -2.221 -1.005 4.745
C 2.344 -1.695 0.067
H -4.771 1.244 3.911
C 0.551 2.057 -4.189
H 0.124 2.979 -3.799
C 0.523 -1.421 2.854
H 3.173 -0.791 -4.706
O 1.299 -0.715 1.952
H -2.247 -0.816 0.760
C 3.608 -1.353 2.092
C 1.671 -0.032 -3.391
C -2.505 1.108 -2.044
H -1.571 -3.215 5.525
H -2.828 3.023 1.822
H -2.700 2.333 5.896
C 2.416 -1.284 1.388
C 0.592 1.462 -1.850
H 2.463 2.905 -4.647
H 3.611 0.720 -3.909
C 4.742 -1.842 1.459
C -1.891 -0.139 -3.989
C -0.639 -0.767 3.327
H 0.901 -0.691 -3.808
H 3.635 -1.024 3.123
C -1.340 -1.464 4.321
H 0.414 -4.354 4.542
Pt -0.633 1.099 1.017
H -2.644 1.868 -4.051
C -0.975 -2.726 4.766
H -0.242 1.492 -4.691
H 1.761 -3.158 2.847
H -4.228 0.319 2.507
C -3.989 0.575 3.542
H 1.536 0.401 -6.134
C 4.685 -2.257 0.134
N 0.196 1.665 -0.783
H -1.211 -2.141 -3.661
C -1.906 1.730 5.447
C 1.699 2.310 -5.153
C -2.376 1.030 -3.420
H -2.858 2.027 -1.591
C 2.792 0.184 -4.397
H 3.120 1.150 -6.305
C -1.711 -1.131 -1.823
H -4.038 -0.345 4.125
Cl -1.679 -0.228 -5.719
H -0.970 2.285 5.538
H 5.573 -2.635 -0.355
N 1.052 1.261 -3.059
C -2.157 0.039 -1.218
H -1.559 3.645 2.879
C -2.500 3.091 2.861
H 2.041 -0.475 -2.468
N -1.049 0.493 2.871
C -1.566 -1.228 -3.202
H 1.396 -1.618 -0.451
C 0.129 -3.359 4.227
```

Calculated values
LUMO energy: 0.0063 hartree
ΔE to the lowest compared entry with this formula, charge and spin: 0.0 kJ/mol
HOMO level: -6.8 eV
Electronic energy: -59753.212 eV

Entry 2:
Below is a cluster of 3 separate species, C28H34N2O2 in total in a non-equilibrium geometry, with properties calculated with the ωB97M-V functional and the def2-TZVPD basis.

XYZ file:
```
66
Properties=species:S:1:pos:R:3
H 3.837 -2.494 -2.346
H -4.187 0.027 2.369
H 6.891 0.910 -1.294
H -5.111 1.556 -1.215
H 7.078 0.264 -3.699
H -0.719 -0.812 1.241
C -4.663 -0.744 1.640
H -3.329 -0.102 -0.071
H -1.779 4.619 4.560
H -2.113 -3.380 1.557
C -5.150 1.206 -0.104
C 1.848 1.246 0.882
C 0.708 1.885 1.877
C -3.970 -2.173 1.941
H -4.898 -1.048 -0.662
H 0.411 3.966 1.082
C 4.758 0.639 -1.280
C 2.071 -3.655 -2.766
C -1.419 -1.297 2.035
C -2.178 3.555 2.638
C 3.381 -3.254 -2.971
H 1.477 -3.216 -1.974
C -2.471 -2.315 1.315
H 5.002 -0.347 -4.945
C -3.776 3.695 2.816
C -1.187 3.919 3.850
H 4.629 0.909 -0.237
C -1.667 3.104 1.378
C 3.641 -4.701 -4.726
C -4.206 2.223 0.714
H 4.737 -0.645 2.970
C 4.961 -0.062 -3.902
H -6.245 1.205 0.288
C 6.013 0.638 -1.867
H -3.974 -2.355 3.082
H -2.033 -0.465 2.573
H 0.521 -4.968 -3.474
N 3.627 0.316 -1.932
H 2.376 2.148 0.366
H -4.608 -3.007 1.452
N 4.176 -3.758 -3.932
C 6.112 0.278 -3.204
H 0.074 1.085 2.401
H -0.194 4.384 3.511
H -0.971 2.947 4.448
C -4.716 2.700 1.988
C -2.780 2.772 0.234
H 1.314 0.672 0.044
O -2.529 2.982 -1.008
C -0.123 2.937 0.974
O -4.253 4.615 3.578
C 3.752 -0.026 -3.226
H -0.805 -1.845 2.854
C 1.543 -4.629 -3.602
H -5.811 -0.757 1.854
H 1.961 -5.927 -5.275
C 2.341 -5.165 -4.604
H 1.317 2.476 2.676
H -5.743 2.355 2.365
H -0.072 2.539 -0.121
H -2.493 -2.183 0.157
C 3.993 -0.206 2.205
C 2.970 0.418 1.664
C -4.472 -0.281 0.081
H 2.823 -0.280 -3.729
H 4.304 -5.092 -5.491
```

Calculated values
SMILES: C#CCCCC1=C(C)C(=O)C=C(CCCCCC)C1=O.c1ccncc1.c1ccncc1
LUMO energy: -0.0407 hartree
ΔE to the lowest compared entry with this formula, charge and spin: 389.6 kJ/mol
HOMO level: -9.5 eV
Electronic energy: -36653.831 eV

Entry 3:
Below is the ion C28H34N3O2 with charge +1 in a non-equilibrium geometry, with properties calculated with the ωB97M-V functional and the def2-TZVPD basis.

XYZ file:
```
67
Properties=species:S:1:pos:R:3
C 1.910 3.014 0.288
N 1.749 -2.992 0.601
C 1.250 2.250 1.256
H 3.518 -3.585 1.574
C 1.538 2.569 2.626
H 4.015 3.687 -1.711
O 3.434 4.926 -0.141
C 1.072 1.564 4.879
C -3.826 1.051 1.122
H 2.330 3.965 4.087
H 0.050 1.516 5.259
C 0.325 -2.893 -3.276
H -4.180 0.563 2.041
H 3.393 5.379 2.326
C -2.297 -1.130 -0.115
C 1.306 -3.157 -0.697
C 0.469 1.010 1.297
H 4.049 5.456 -1.960
H -4.181 2.090 -1.369
H 0.037 -0.297 3.068
H -1.867 2.040 -1.312
H -1.889 0.536 2.005
C 0.543 -1.999 -1.057
H 0.060 0.745 -0.845
H 1.603 -1.428 2.062
C 2.514 -3.962 1.370
C -0.182 0.231 0.090
H -1.878 -1.590 -1.021
C 0.922 -4.113 -2.853
H -4.186 -1.681 -1.001
H -1.875 -1.661 0.742
C 3.481 4.630 -1.541
H 0.945 -4.222 -5.539
C 0.394 0.629 2.637
H -4.173 -1.676 0.780
C -2.305 1.026 1.122
C 2.705 4.134 0.707
H -0.286 -0.879 -2.713
H -4.199 0.567 -2.285
H -4.160 2.100 1.121
C -3.811 1.046 -1.368
C 0.519 -1.133 0.096
C 2.235 3.702 3.038
C -3.823 -1.137 -0.115
H 1.634 0.696 5.231
H -0.659 -4.752 -4.952
H 0.999 -4.945 -3.555
H 1.835 2.772 -0.767
C -4.368 0.315 -0.124
H -0.534 -3.623 -6.333
C 2.797 4.506 2.069
H -1.862 2.032 1.060
C -0.095 -3.927 -5.390
H -5.468 0.308 -0.117
H 2.472 4.605 -1.967
N -1.736 0.261 -0.029
N 1.040 1.562 3.427
H 1.986 -5.131 -1.272
O -0.176 -2.744 -4.540
H -1.867 0.520 -2.222
C 0.153 -1.808 -2.361
C 1.278 -1.781 1.087
H 2.558 -4.897 0.807
C -2.259 1.010 -1.315
H 1.527 2.486 5.240
C 1.471 -4.220 -1.579
H 2.024 -4.136 2.326
```

Calculated values
SMILES: COc1ccc2c(c1)c(C(c1cn(C)c3ccc(OC)cc13)[N+]13CCC(CC1)CC3)cn2C
LUMO energy: -0.0721 hartree
ΔE to the lowest compared entry with this formula, charge and spin: 175.4 kJ/mol
Charge: +1
HOMO level: -10.0 eV
Electronic energy: -38146.049 eV

Entry 4:
Below is the molecule C28H34N6O3 in a non-equilibrium geometry, with properties calculated with the ωB97M-V functional and the def2-TZVPD basis.

XYZ file:
```
71
Properties=species:S:1:pos:R:3
N 2.502 0.948 0.990
H 0.682 2.720 3.222
H 6.656 1.501 -1.289
C 6.365 -0.549 -1.833
C 6.047 0.618 -1.159
H -2.847 -0.662 3.512
H -1.280 -1.449 3.243
H -0.671 2.680 -1.941
H 7.219 -0.580 -2.494
H 0.000 -2.438 -2.165
C 4.492 -1.640 -0.802
C -1.248 1.925 0.742
H -2.960 -3.167 -2.255
C 0.359 -2.370 -1.148
C 4.153 -0.466 -0.140
C -2.754 3.268 -1.830
H -2.930 3.483 -2.886
C -0.203 -3.158 -0.157
C 1.874 -1.397 0.456
O -4.504 1.549 -1.532
H 4.709 1.559 0.224
H 2.311 3.113 2.625
N -1.492 1.013 1.669
H 3.374 -0.719 1.804
H -0.179 -3.664 1.918
C -2.031 -0.035 1.011
C 4.953 0.656 -0.314
H -0.861 3.963 0.264
N -3.092 -1.860 -0.632
O -3.435 -3.214 1.165
H -4.552 -2.432 -2.007
H -1.056 3.603 1.991
C 5.589 -1.679 -1.645
C 1.283 -2.173 1.447
C -2.333 -1.450 2.962
C -3.687 -2.861 -1.501
C 1.392 -1.501 -0.845
H -0.989 -3.858 -0.394
H -3.987 -3.710 -0.892
H 2.204 0.737 3.034
N -2.459 -1.210 1.542
C 1.853 1.508 -0.179
C 2.981 -0.426 0.819
H -4.448 1.443 -2.489
C -3.023 -2.161 0.723
H -2.781 -2.418 3.178
H 2.605 3.473 0.231
H 3.897 -2.530 -0.657
H -4.836 3.581 -1.394
C 1.370 2.607 2.384
H 5.838 -2.598 -2.156
H 0.713 0.567 2.079
H 1.175 3.471 -0.816
C -1.640 2.209 -1.754
H 2.507 1.373 -1.043
H 1.644 -2.102 2.464
H -3.943 2.793 -0.079
H -1.810 1.444 -2.515
N 0.822 3.286 1.228
C -0.617 3.248 1.054
N -1.611 1.507 -0.496
H 0.890 1.015 -0.390
C 1.662 1.117 2.164
H -2.439 4.197 -1.349
C 0.259 -3.052 1.143
C -2.638 -0.711 -1.276
C -4.065 2.829 -1.166
O -2.698 -0.602 -2.489
H 1.848 -0.921 -1.634
C 1.629 3.005 0.061
C -2.116 0.235 -0.342
```

Calculated values
SMILES: Cn1c(=O)c2c(nc(CN3CCN(C(c4ccccc4)c4ccccc4)CC3)n2CCCO)n(C)c1=O
LUMO energy: 0.0216 hartree
ΔE to the lowest compared entry with this formula, charge and spin: 0.0 kJ/mol
HOMO level: -8.1 eV
Electronic energy: -44672.862 eV